{"formula": "C29H83N5O14", "method": "wB97M-V/def2-TZVPD", "homo_lumo_gap_ev": 9.01, "charge": 0, "e_above_lowest_ev": 0.1854, "homo_energy_ev": -8.67, "smiles": "COC[C@H](C)N.COC[C@H](C)N.COC[C@H](C)N.COC[C@H](C)N.COC[C@H](C)N.OCCO.OCCO.OCCO.OCCO.CO", "elements": ["C", "O", "C", "C", "C", "N", "H", "H", "H", "H", "H", "H", "H", "H", "H", "H", "H", "C", "O", "C", "C", "C", "N", "H", "H", "H", "H", "H", "H", "H", "H", "H", "H", "H", "C", "O", "C", "C", "C", "N", "H", "H", "H", "H", "H", "H", "H", "H", "H", "H", "H", "C", "O", "C", "C", "C", "N", "H", "H", "H", "H", "H", "H", "H", "H", "H", "H", "H", "C", "O", "C", "C", "C", "N", "H", "H", "H", "H", "H", "H", "H", "H", "H", "H", "H", "O", "C", "C", "O", "H", "H", "H", "H", "H", "H", "O", "C", "C", "O", "H", "H", "H", "H", "H", "H", "O", "C", "C", "O", "H", "H", "H", "H", "H", "H", "O", "C", "C", "O", "H", "H", "H", "H", "H", "H", "C", "O", "H", "H", "H", "H"], "coordinates": [[0.4080, -8.7311, -3.4059], [1.0988, -7.8624, -2.5478], [0.5674, -6.5300, -2.4692], [1.5648, -5.6545, -1.6851], [1.6930, -5.9162, -0.2082], [1.2294, -4.2232, -1.8087], [-0.3093, -9.3212, -2.8331], [1.1573, -9.4064, -3.8225], [-0.0485, -8.2956, -4.2971], [0.4938, -6.1289, -3.4843], [-0.4688, -6.5166, -2.1216], [2.5271, -5.7589, -2.1885], [0.7178, -5.8912, 0.2778], [2.4506, -5.2563, 0.2146], [2.1513, -6.8806, 0.0204], [1.0955, -4.0029, -2.7897], [0.2774, -4.0856, -1.4783], [6.0296, -0.0635, -0.1484], [5.0272, -0.3148, -1.1079], [4.1774, 0.7920, -1.2822], [3.1484, 0.4320, -2.3745], [2.1002, 1.4745, -2.7437], [2.3900, -0.7132, -1.8841], [6.4028, -1.0576, 0.1013], [5.5987, 0.4715, 0.6990], [6.9151, 0.4526, -0.5257], [3.6787, 1.0298, -0.3388], [4.7602, 1.6667, -1.5814], [3.7178, 0.0447, -3.2228], [1.3818, 1.1312, -3.4881], [2.5925, 2.2574, -3.3267], [1.6241, 1.9486, -1.8863], [3.0251, -1.4453, -1.5897], [1.9129, -1.1074, -2.6855], [-1.6163, 1.8078, -3.2403], [-0.6669, 2.8346, -3.3984], [-1.0791, 4.0921, -3.8565], [0.0946, 5.0944, -3.7116], [0.6252, 5.2512, -2.2493], [-0.3254, 6.4225, -4.1645], [-1.2473, 1.0671, -2.5323], [-1.7957, 1.2819, -4.1822], [-2.6009, 2.2137, -2.9976], [-1.3839, 4.1027, -4.9067], [-1.9376, 4.4255, -3.2678], [0.9408, 4.7673, -4.3207], [1.3146, 6.0868, -2.1246], [1.1183, 4.3348, -1.9291], [-0.2254, 5.4806, -1.6056], [-0.6520, 6.3073, -5.1160], [0.4756, 7.0382, -4.1964], [2.3275, 4.5105, 0.4781], [2.4648, 3.1801, 1.0105], [1.7437, 2.9441, 2.2526], [1.9143, 1.4994, 2.6970], [1.1628, 1.0737, 3.9424], [3.3044, 1.1928, 2.7922], [2.9653, 5.0252, 1.2010], [1.3170, 4.9190, 0.4901], [2.7780, 4.5690, -0.5103], [2.1605, 3.6148, 3.0064], [0.6756, 3.0699, 2.0637], [1.5447, 0.8564, 1.8896], [1.1721, 1.8469, 4.7115], [1.6181, 0.1702, 4.3475], [0.1350, 0.8906, 3.6272], [3.4061, 0.2071, 3.0099], [3.6874, 1.2370, 1.8556], [-1.0713, -1.9071, 3.9566], [-1.5852, -0.9177, 4.7663], [-2.1746, 0.1942, 4.0391], [-2.2408, 1.3366, 5.0747], [-3.3340, 1.0711, 6.1590], [-2.5504, 2.6098, 4.4183], [-0.4889, -1.4943, 3.1257], [-1.7856, -2.5160, 3.3938], [-0.3809, -2.6279, 4.3946], [-1.4492, 0.4311, 3.2580], [-3.1208, -0.0654, 3.5615], [-1.2530, 1.3869, 5.5311], [-3.3400, 1.7904, 6.9788], [-3.1883, 0.0818, 6.5944], [-4.3361, 1.1021, 5.7290], [-2.6350, 3.2447, 5.2048], [-3.5010, 2.6895, 4.0742], [1.5387, -2.6970, 2.4319], [2.7402, -2.8543, 1.7066], [3.9222, -2.7662, 2.6536], [3.9374, -1.5289, 3.3637], [1.5833, -1.8415, 2.8683], [2.7086, -3.7798, 1.1336], [2.7112, -2.0131, 1.0088], [4.7547, -2.8787, 1.9525], [3.9927, -3.6584, 3.2775], [4.7949, -1.4433, 3.7889], [-4.0587, -0.2075, 0.1001], [-4.7811, 0.3410, -0.9332], [-6.1106, 0.9665, -0.5119], [-6.7689, 1.5354, -1.6039], [-3.4997, 0.5168, 0.4126], [-4.1351, 0.9324, -1.5889], [-5.1005, -0.3879, -1.6863], [-5.9948, 1.7308, 0.2572], [-6.6509, 0.1319, -0.0588], [-7.0148, 0.8386, -2.2182], [-2.1010, 4.3727, 2.1827], [-2.8481, 4.0653, 1.0472], [-2.1655, 3.0931, 0.0384], [-2.1214, 1.7856, 0.6292], [-2.2518, 3.6590, 2.8167], [-3.8383, 3.6566, 1.2672], [-3.0816, 5.0198, 0.5716], [-1.0986, 3.2660, -0.1160], [-2.6786, 3.0764, -0.9243], [-1.3931, 1.3493, 0.1741], [-2.0719, -2.0871, -3.9867], [-2.0205, -1.7359, -2.5991], [-2.4945, -2.9174, -1.7057], [-1.6452, -4.0659, -1.7271], [-2.8521, -2.5947, -4.2240], [-1.0011, -1.4142, -2.3816], [-2.5944, -0.8205, -2.4427], [-3.4271, -3.1131, -2.2418], [-2.7596, -2.4686, -0.7493], [-1.7667, -4.4759, -2.5878], [-0.2106, -1.0530, 0.4868], [-0.1159, 0.0759, -0.3985], [-1.2823, -1.1347, 0.6724], [0.0654, -1.9796, -0.0184], [0.3756, -0.8716, 1.3870], [0.7409, 0.0134, -0.8373]], "forces_ev_per_a": [[0.5087, -0.7429, -0.0625], [-0.2487, 1.0834, 0.0392], [0.7467, -0.5985, -0.2629], [-0.3998, 0.7260, -0.4722], [0.7364, -1.1873, 0.1573], [-0.3898, 0.0296, -0.3591], [-0.2835, 0.0196, -0.1841], [-0.0085, -0.2307, 0.1880], [-0.2382, 0.5610, 0.2513], [0.2212, 0.1220, -0.2552], [0.0110, -0.0977, 0.6982], [0.0935, -0.3280, 0.1052], [0.1303, 0.3765, 0.2363], [-0.6148, 0.3520, -0.0441], [-0.3921, -0.3887, -0.3214], [0.3766, 0.0767, -0.2983], [0.1318, 0.0003, 0.4423], [0.0867, -0.8865, -0.1453], [0.1034, 0.0668, -0.2288], [-0.6229, 0.4518, -0.7783], [-0.1136, -0.6817, 0.6659], [1.3992, 0.8984, -0.8512], [-0.4742, -0.6271, 0.4217], [-0.0897, 0.0738, 0.5485], [0.2359, -0.1037, 0.2560], [-0.2501, 0.5026, -0.3033], [-0.2346, 0.0758, 0.0596], [0.0270, 0.1809, -0.0953], [0.2115, 0.7300, -0.3952], [-0.2507, -0.4900, 0.4641], [0.1169, 0.3894, 0.2581], [-0.1244, -0.2605, 0.0391], [0.0478, -0.1033, 0.2170], [-0.2931, -0.1420, 0.0412], [-0.4346, 0.2290, -1.0085], [0.8652, -0.2245, 0.2256], [0.3584, 0.6060, 0.3933], [0.6688, 0.3611, 1.1907], [-0.8499, -0.4714, -0.7980], [-0.6032, -0.4435, -0.2126], [-0.0381, 0.3190, 0.2754], [0.2022, -0.1015, -0.2540], [-0.0218, 0.0108, 0.5704], [-0.0718, -0.3025, -0.2310], [-0.0922, 0.2621, 0.1012], [-0.0265, -0.5219, -0.0962], [0.1381, -0.0153, -0.3630], [-0.1641, 0.0406, 0.0486], [-0.0310, -0.1776, 0.1527], [-0.0827, 0.3821, -0.1770], [0.0361, 0.0487, 0.0050], [1.0812, -0.6297, 1.8674], [-1.0513, -0.9965, -0.3415], [0.0335, -0.1121, -0.8785], [0.0773, -0.3687, -1.1508], [-0.1804, 0.7202, -0.3098], [1.5387, -0.2821, 0.2897], [-0.1789, 1.1588, -0.3982], [-0.1259, -0.2429, -0.0218], [-0.0929, -0.2728, 0.0685], [-0.2725, 0.1566, 0.2119], [-0.1217, 0.5942, 0.2209], [-0.6732, 0.2623, -0.3278], [0.0327, -0.0294, 0.1083], [-0.1403, -0.0804, 0.0361], [0.2694, -0.0072, 0.4817], [-0.0089, 0.1966, 0.2393], [0.2090, 0.4628, -0.0512], [0.7251, -0.6998, -2.1163], [-0.8577, 0.5612, 0.4745], [1.2958, -0.4913, 1.0496], [-1.9294, -0.6772, -0.2213], [0.6342, -0.6616, -0.2194], [0.3271, 0.8311, 0.3485], [0.0916, 0.3937, 0.1467], [-0.6948, 0.0130, 0.3631], [-0.2231, 0.3595, 0.9177], [-0.4597, 0.3256, -0.2576], [-0.2242, -0.0597, 0.1970], [-0.0380, 0.1846, -0.0323], [0.3299, 0.1700, -0.0892], [-0.0404, -0.0179, 0.0534], [0.0402, -0.0601, -0.2634], [0.4877, 0.5705, -0.0698], [-0.2837, -0.8962, -0.2117], [-0.6950, -0.8267, 0.4071], [-0.5603, 1.3373, 0.7608], [0.5381, -0.7034, -1.5428], [-0.0411, -0.9985, -0.2405], [0.0460, 0.0215, 0.1594], [0.0820, 0.1603, 0.3780], [0.7903, -0.0476, -0.4152], [0.5815, 0.4395, 0.2106], [-0.3839, 0.2122, 0.5033], [-0.0076, 0.0823, 0.1079], [0.1257, -0.6595, 0.5799], [-0.6211, 0.2169, -1.7095], [0.8978, -0.2816, 0.5096], [-0.4197, 0.3197, -0.3513], [0.5239, 0.1269, 0.3508], [-0.1100, 0.9501, 0.3665], [0.1190, -0.8689, 0.3101], [0.0724, 0.1302, -0.1133], [-0.3707, 0.0962, 0.1090], [-0.0347, -0.0226, -0.0405], [-0.0413, -0.2242, -0.0150], [0.1303, 0.0561, -1.4714], [0.3330, 0.0873, 1.2561], [-0.9093, -0.0406, 0.0034], [0.5620, -0.1939, 0.4679], [-0.0509, -0.3336, 0.2874], [0.2298, -0.0168, -0.3835], [-0.1105, 1.1131, -0.2388], [-0.2032, 0.1074, 0.0213], [0.4114, -0.6515, 0.0395], [0.7697, 0.0335, -0.0884], [0.3683, -0.4904, -0.0398], [-0.3595, 1.7277, -1.8800], [-0.7118, 0.7873, 0.5768], [-0.2466, 0.1333, 0.3405], [0.2064, -0.3671, -0.1093], [-0.5294, -0.2540, 0.3340], [-0.4630, -0.6760, 0.5402], [0.4505, -0.8189, 0.4571], [0.0870, -0.0052, -0.0707], [-0.6657, 0.6037, -0.8301], [-0.2482, -0.1698, 0.2031], [0.0521, -0.0512, 0.6003], [0.4305, 0.0059, 0.1069], [-0.1882, -0.2216, -0.1296], [0.5784, -0.0492, -0.2860]]}